<1>
DFT (the ωB97M-V functional and the def2-TZVPD basis) results for a structure of composition C5H9N3.

Results
Frontier orbital gap in eV: 8.25
2S+1: 1
Lowest unoccupied orbital energy in eV: -0.06

Last column: Mulliken charge in e.
Geometry (Å):
C 1.49506 0.71460 -1.01070  -0.92
C 1.18232 -0.44382 -0.15852  0.44
C 1.83636 -0.56744 1.05498  -0.55
C -1.13916 -1.06790 -0.18083  0.16
C -0.49594 1.26073 0.87340  -0.19
H 0.38750 1.12882 -1.39783  0.41
H 2.38844 0.19392 -2.05603  0.25
H 2.17957 1.81995 -0.62987  0.20
H 2.60525 0.40405 1.37410  0.18
H 1.72129 -1.53919 1.69153  0.29
H -1.82316 -1.89510 -0.63081  0.20
H -3.07193 -0.56813 -0.06572  0.32
H 0.56731 2.17097 0.75546  0.27
H -0.85803 0.39463 1.79463  0.33
N 0.18786 -1.35045 -0.44198  -0.62
N -2.08271 -0.16639 0.12332  -0.43
N -1.15772 1.30442 -0.29640  -0.35


<2>
DFT (the ωB97M-V functional and the def2-TZVPD basis) results for the molecule C5H9N3.

Results
SMILES: [H]/N=C(\C#N)CN(C)C
Frontier orbital gap in eV: 9.04
2S+1: 1
Lowest unoccupied orbital energy in eV: 0.54

Last column: Mulliken charge in e.
Geometry (Å):
H -2.08671 -2.38127 -0.50405  0.26
N -1.36328 -2.16604 0.18155  -0.65
C -1.21994 -0.94234 0.43440  0.64
C -1.82474 0.19181 -0.28742  0.27
N -2.68971 0.85231 -0.69002  -0.46
C -0.07074 -0.36303 1.23420  -0.80
N 0.69141 0.35475 0.23435  0.00
C 0.57813 1.76768 -0.00074  -0.95
C 1.42646 -0.57304 -0.82606  -0.91
H 0.52519 -1.17275 1.65935  0.36
H -0.44772 0.32887 1.99317  0.36
H 0.09604 2.27053 0.83812  0.27
H 1.57582 2.17881 -0.15643  0.33
H 0.01222 1.95983 -0.92200  0.35
H 0.84174 -0.56083 -1.75161  0.30
H 2.41907 -0.14660 -0.94937  0.33
H 1.53677 -1.59869 -0.48743  0.30


<3>
DFT (the ωB97M-V functional and the def2-TZVPD basis) results for a structure of composition C5H9N3.

Results
Frontier orbital gap in eV: 8.78
2S+1: 1
Lowest unoccupied orbital energy in eV: 0.81

Last column: Mulliken charge in e.
Geometry (Å):
C -0.96584 -0.65922 1.21731  -0.91
C -0.31346 -0.31645 -0.28951  0.90
C -1.49519 0.39086 -0.88446  -0.75
C -0.17704 0.99024 -0.54345  -0.42
C 1.91623 -0.57596 -0.26712  -0.12
H -0.09056 -0.11060 1.92551  0.23
H -0.92589 -1.89825 1.07893  0.21
H -2.24446 -0.30714 1.68450  0.33
H -2.24034 0.55363 -0.03885  0.16
H -1.65845 0.83332 -1.94835  0.31
H 0.31418 1.47257 -1.54420  0.16
H 1.05472 2.46475 0.66192  0.33
H 2.70312 -1.42885 -0.26946  0.27
H 0.67600 -2.05188 -0.63189  0.27
N 0.91784 1.32853 0.41879  -0.24
N 1.88732 0.50908 0.26276  -0.31
N 0.64181 -1.19463 -0.83243  -0.44


<4>
DFT (the ωB97M-V functional and the def2-TZVPD basis) results for the molecule C5H9N3.

Results
SMILES: [H]/N=C1/NNC[C@@H]2C[C@@H]12
Frontier orbital gap in eV: 9.55
2S+1: 1
Lowest unoccupied orbital energy in eV: 0.99

Last column: Mulliken charge in e.
Geometry (Å):
H 1.75229 0.07511 2.32005  0.25
N 0.85329 0.56998 2.31156  -0.76
C 0.11158 0.21175 1.35657  0.19
N -1.15837 0.77259 1.08336  -0.10
N -1.58870 0.99472 -0.28917  -0.52
C -1.00151 0.06312 -1.41071  -0.61
C 0.41752 -0.08637 -0.95605  -0.01
C 1.50144 -1.09719 -0.56439  -0.63
C 0.41217 -0.87216 0.36812  0.08
H -1.71787 1.20793 1.81508  0.25
H -1.15258 1.89845 -0.54396  0.25
H -1.60040 -0.84729 -1.38247  0.28
H -1.15745 0.56456 -2.33382  0.33
H 0.73293 0.96784 -0.78032  0.22
H 1.45320 -2.07562 -0.99867  0.27
H 2.46782 -0.71349 -0.31369  0.27
H -0.32536 -1.63394 0.31850  0.25


Most stable structure, least stable structure: <2>, <1>.


<1>
DFT (the ωB97M-V functional and the def2-TZVPD basis) results for a structure of composition C9H36N18O9.

Results
Frontier orbital gap in eV: 6.51
2S+1: 1
Lowest unoccupied orbital energy in eV: -0.65

Last column: Mulliken charge in e.
Geometry (Å):
C 2.56733 1.03355 2.95148  0.08
O 2.43982 1.44549 4.07775  -0.78
N 3.63917 0.60055 2.33053  -0.51
N 1.46968 0.59795 2.38538  -0.16
H 3.67333 0.25124 1.38347  0.52
H 4.45929 0.57281 2.91938  0.29
H 0.58889 0.83730 2.81784  0.22
H 1.53882 -0.02918 1.59669  0.60
C -2.97586 -2.18963 0.73733  -0.11
O -1.95315 -2.05868 0.04605  -0.65
N -3.75307 -1.18011 1.07216  -0.15
N -3.57625 -3.39183 1.09618  -0.49
H -3.23719 -0.32561 1.22640  0.09
H -4.67606 -1.29854 1.46479  0.26
H -4.34869 -3.47263 1.74186  0.24
H -3.23277 -4.26258 0.71679  0.36
C 3.48228 1.75782 -1.66644  -0.06
O 4.20133 0.85556 -1.95225  -0.68
N 2.56915 1.68506 -0.76675  -0.36
N 3.51934 2.92234 -2.18429  -0.36
H 2.56911 0.85332 -0.19375  1.21
H 1.90445 2.40611 -0.52521  0.53
H 3.05259 3.75391 -1.85155  0.13
H 4.26117 3.14743 -2.83169  0.28
C -2.29814 2.29998 0.33650  0.17
O -1.42756 1.66269 0.87711  -1.11
N -3.24241 2.95533 0.98219  -0.43
N -2.46589 2.42677 -0.96033  -0.33
H -3.39618 2.82507 1.97188  0.22
H -4.00143 3.36949 0.46021  0.19
H -1.90093 1.78067 -1.49274  0.22
H -3.30721 2.75771 -1.41063  0.26
C 1.74158 -2.46922 -2.66065  0.37
O 2.64349 -2.74874 -3.33090  -0.66
N 1.03455 -1.42704 -2.71408  -0.23
N 1.33343 -3.17852 -1.60665  -0.43
H 0.56663 -0.95417 -1.95411  0.26
H 1.10276 -0.91804 -3.58377  0.18
H 1.80952 -4.03585 -1.36492  0.13
H 0.49368 -2.79064 -1.20108  0.69
C 2.86707 -0.60432 0.10693  -0.91
O 2.11351 -0.00702 0.79505  -0.29
N 4.09612 -0.84186 0.36405  -0.16
N 2.38294 -1.18127 -0.94576  0.58
H 4.52166 -0.61505 1.25151  0.25
H 4.63744 -1.31206 -0.34727  0.22
H 1.38119 -1.17230 -1.07427  -0.21
H 2.82753 -1.89442 -1.50600  0.32
C -0.19071 -0.50964 -0.33492  -1.41
O 0.39444 -1.51490 -0.76690  -0.97
N -1.46787 -0.25828 -0.18804  -0.49
N 0.51994 0.47223 0.06550  -0.86
H -1.68825 0.61889 0.26153  0.66
H -2.08546 -1.05078 -0.29119  1.19
H 1.51489 0.30021 0.04133  1.68
H 0.16368 1.38405 0.31402  0.16
C -3.95237 -3.36655 -2.03283  0.10
O -4.17534 -3.94101 -3.09394  -0.73
N -4.68553 -3.64754 -0.95859  -0.37
N -2.97107 -2.46648 -1.86595  -0.17
H -4.50295 -3.18083 -0.08170  0.70
H -5.45327 -4.29289 -1.07777  0.14
H -2.58563 -2.00006 -2.67465  0.18
H -2.81268 -2.00273 -0.98280  0.72
C 0.30670 3.25473 1.47909  0.57
O 0.53686 2.75008 0.35108  -0.81
N -0.37098 2.67545 2.33605  -0.13
N 0.83579 4.31147 2.03572  -0.44
H -0.57979 1.73662 2.02767  -0.19
H -0.63368 2.91058 3.28252  0.27
H 1.55127 4.85017 1.56882  0.24
H 0.63601 4.52857 3.00167  0.14


<2>
DFT (the ωB97M-V functional and the def2-TZVPD basis) results for a cluster of 9 separate species, C9H36N18O9 in total.

Results
SMILES: NC(N)=O.NC(N)=O.NC(N)=O.NC(N)=O.NC(N)=O.NC(N)=O.NC(N)=O.NC(N)=O.NC(N)=O
Frontier orbital gap in eV: 9.08
2S+1: 1
Lowest unoccupied orbital energy in eV: 0.21

Last column: Mulliken charge in e.
Geometry (Å):
N -2.37940 -4.31873 -1.15279  -0.44
C -1.32670 -3.48339 -1.27981  0.51
N -0.90229 -2.89637 -2.34884  -0.30
O -0.68413 -3.29616 -0.24885  -0.66
H -2.77531 -4.80103 -1.93423  0.20
H -2.26847 -4.75830 -0.23761  0.27
H -0.17570 -2.24773 -2.13746  0.14
H -1.41899 -2.70883 -3.18501  0.21
N -0.66071 -0.89799 3.55614  -0.34
C 0.54842 -1.38199 3.67585  0.59
N 0.90639 -1.95866 4.84019  -0.47
O 1.38917 -1.11465 2.85561  -0.63
H -1.36065 -1.29099 4.16977  0.25
H -0.77192 -0.80832 2.54441  0.14
H 1.90382 -2.12532 4.75808  0.27
H 0.31992 -2.27283 5.56604  0.15
N 3.25862 1.26011 -1.32943  -0.47
C 3.67014 0.03571 -1.06059  0.58
N 3.57542 -0.94601 -1.93034  -0.35
O 4.04735 -0.24132 0.05001  -0.65
H 2.51162 1.56255 -1.93870  0.39
H 3.20209 1.68962 -0.40774  0.15
H 3.68988 -0.77193 -2.90464  0.23
H 4.05999 -1.75376 -1.59001  0.21
N 2.63931 -3.17462 0.53147  -0.12
C 3.77227 -3.90084 0.61092  0.47
N 4.92851 -3.27621 1.05561  -0.54
O 3.75358 -5.07536 0.29376  -0.70
H 2.55314 -2.39462 1.17829  0.16
H 1.86085 -3.79955 0.41329  0.17
H 4.77935 -2.24729 0.97012  0.32
H 5.69171 -3.77194 0.61442  0.26
N -0.22349 2.68570 -4.86879  -0.46
C -0.21833 1.75935 -3.93208  0.45
N -1.04412 0.74131 -3.77470  -0.20
O 0.76279 1.83016 -3.17009  -0.70
H 0.74268 2.99870 -4.91615  0.29
H -0.67267 2.61262 -5.75768  0.22
H -1.03612 0.37647 -2.82133  0.07
H -1.70854 0.42688 -4.45340  0.17
N 1.33352 3.00524 3.74971  -0.45
C 1.86096 3.22654 2.55189  0.46
N 2.20111 4.47920 2.18618  -0.39
O 1.92238 2.29091 1.68794  -0.60
H 1.31853 2.01056 3.90807  0.23
H 1.59350 3.60917 4.53145  0.23
H 1.92869 5.35031 2.62235  0.19
H 2.59844 4.63829 1.28309  0.22
N -4.18228 0.16643 0.84121  -0.36
C -3.92654 -1.03399 1.46830  0.35
N -2.85267 -1.67933 1.01333  0.05
O -4.64484 -1.41165 2.34526  -0.69
H -4.74096 0.74095 1.46091  0.27
H -3.31196 0.66624 0.66328  0.22
H -2.42344 -1.37099 0.13883  0.03
H -2.81538 -2.62069 1.35500  0.14
N -2.92219 3.38244 -2.51635  -0.33
C -3.29416 3.50903 -1.26102  0.63
N -4.54583 3.10513 -0.96328  -0.59
O -2.53166 3.99198 -0.40398  -0.74
H -2.02915 3.85018 -2.60836  0.27
H -3.64908 3.42634 -3.21726  0.22
H -4.57050 3.15983 0.07157  0.28
H -4.80710 2.20848 -1.33820  0.30
N -0.48138 1.77697 0.13986  0.12
C -0.71299 0.49963 -0.21825  0.49
N 0.14676 -0.42638 0.18501  0.98
O -1.69589 0.22296 -0.90186  -0.98
H -1.01530 2.46582 -0.35437  0.12
H 0.40699 2.12053 0.46659  -0.01
H -0.05361 -1.40700 0.04568  -0.39
H 0.95657 -0.21755 0.76373  -0.13


Most stable structure, least stable structure: <2>, <1>.


<1>
DFT (the ωB97M-V functional and the def2-TZVPD basis) results for the molecule C23H27ClN4O.

Results
SMILES: C=C(C)CNC(=O)[C@@H](c1cccn2ccnc12)N(CC(C)C)c1ccc(Cl)cc1
Frontier orbital gap in eV: 8.44
2S+1: 1
Lowest unoccupied orbital energy in eV: 0.37

Last column: Mulliken charge in e.
Geometry (Å):
C -3.77395 -0.17643 -2.91458  -1.14
C -2.88525 -1.16083 -2.96538  1.04
C -3.27230 -2.60950 -2.96107  -1.34
C -1.42220 -0.83913 -3.15388  -0.98
N -0.55674 -0.90465 -1.97060  0.27
C -0.92128 -1.22332 -0.71638  -0.96
O -1.97813 -1.73907 -0.39305  -0.70
C 0.08401 -0.91662 0.41728  0.74
C 1.58869 -0.96153 0.17341  -0.15
C 2.34856 -1.71605 1.02119  -0.37
C 3.77032 -1.69856 0.99790  -0.91
C 4.41844 -0.90038 0.12382  -0.35
N 3.68115 -0.14233 -0.74660  0.02
C 4.09521 0.71060 -1.74606  -0.48
C 2.94925 1.15562 -2.33953  -0.86
N 1.84704 0.61960 -1.75019  -0.52
C 2.29355 -0.15944 -0.77740  0.57
N -0.33130 0.28890 1.14986  0.64
C 0.10207 0.31899 2.53949  -1.34
C -0.55646 -0.74725 3.41732  1.14
C -2.07179 -0.74367 3.25795  -1.43
C -0.14080 -0.50826 4.86588  -1.72
C -0.24277 1.51603 0.44084  -0.15
C 0.76426 2.44406 0.69015  0.17
C 0.84923 3.61386 -0.04884  -0.98
C -0.07767 3.85011 -1.04780  0.27
Cl 0.04021 5.30328 -2.00175  -0.25
C -1.11004 2.95787 -1.28816  -1.05
C -1.19948 1.80308 -0.53073  -0.06
H -3.46921 0.86287 -2.96084  0.26
H -4.83354 -0.37680 -2.81627  0.29
H -2.75335 -3.13943 -2.16355  0.29
H -4.34503 -2.72817 -2.81529  0.37
H -3.00009 -3.07334 -3.91350  0.32
H -1.01020 -1.51347 -3.91136  0.52
H -1.33414 0.17643 -3.54607  0.41
H 0.27361 -0.32038 -2.05390  0.35
H -0.11830 -1.74414 1.09515  0.84
H 1.85127 -2.33673 1.75682  0.37
H 4.33835 -2.30655 1.68613  0.42
H 5.49196 -0.81151 0.05034  0.40
H 5.13615 0.90173 -1.93545  0.43
H 2.86273 1.83974 -3.16777  0.51
H 1.19667 0.24221 2.64443  0.22
H -0.18724 1.29724 2.93252  0.89
H -0.18181 -1.73641 3.12933  0.03
H -2.47528 0.23945 3.51786  0.31
H -2.36230 -0.96723 2.23171  0.18
H -2.53003 -1.48084 3.91966  0.47
H -0.51386 0.45769 5.21624  0.36
H -0.54854 -1.27878 5.52122  0.42
H 0.94575 -0.50908 4.97924  0.40
H 1.50722 2.24405 1.45222  0.35
H 1.63786 4.33048 0.13557  0.41
H -1.84819 3.18087 -2.04702  0.47
H -2.02228 1.11515 -0.68052  0.62


<2>
DFT (the ωB97M-V functional and the def2-TZVPD basis) results for the molecule C23H27ClN4O.

Results
SMILES: C=C(C)CNC(=O)[C@@H](c1cccn2ccnc12)N(CC(C)C)c1ccc(Cl)cc1
Frontier orbital gap in eV: 8.48
2S+1: 1
Lowest unoccupied orbital energy in eV: 0.39

Last column: Mulliken charge in e.
Geometry (Å):
C 3.75601 1.91054 1.13217  -1.20
C 3.89980 1.53744 -0.13343  1.29
C 4.36752 2.46807 -1.21019  -1.43
C 3.66551 0.08668 -0.52338  -1.18
N 2.27320 -0.35217 -0.60112  0.27
C 1.29766 0.41578 -1.11520  -0.88
O 1.49388 1.47447 -1.68988  -0.70
C -0.15470 -0.10630 -1.06281  0.71
C -0.46106 -1.59252 -0.92132  -0.04
C -1.36677 -2.13990 -1.78500  -0.35
C -1.87657 -3.45801 -1.62542  -0.92
C -1.47746 -4.21056 -0.57856  -0.36
N -0.55653 -3.69213 0.29195  0.05
C 0.03161 -4.26132 1.40024  -0.45
C 0.91654 -3.32886 1.85878  -0.86
N 0.89790 -2.20756 1.08829  -0.51
C -0.00707 -2.42630 0.14733  0.43
N -0.97024 0.71019 -0.15269  0.72
C -2.36317 0.84617 -0.55508  -1.32
C -2.55845 1.68843 -1.81637  1.14
C -1.86833 3.04129 -1.69282  -1.42
C -4.05415 1.84041 -2.07690  -1.72
C -0.74202 0.48464 1.23186  -0.29
C -1.61431 -0.26851 2.01362  0.18
C -1.33299 -0.51605 3.34842  -1.01
C -0.16892 -0.00914 3.89796  0.30
Cl 0.20545 -0.34053 5.56678  -0.25
C 0.69627 0.76739 3.14532  -1.14
C 0.39978 1.02150 1.81757  0.00
H 3.45800 1.19977 1.89521  0.36
H 3.92489 2.93387 1.44455  0.26
H 3.64430 2.49076 -2.02446  0.28
H 4.50523 3.47762 -0.82481  0.37
H 5.32303 2.12411 -1.61667  0.35
H 4.14351 -0.09724 -1.48956  0.39
H 4.14639 -0.56759 0.20328  0.48
H 1.98438 -1.05583 0.07593  0.32
H -0.49217 0.15659 -2.06465  0.75
H -1.73035 -1.54113 -2.61142  0.42
H -2.59653 -3.85677 -2.32442  0.41
H -1.82947 -5.20973 -0.36988  0.40
H -0.22434 -5.25025 1.73561  0.44
H 1.56988 -3.41066 2.71200  0.51
H -2.86250 -0.12767 -0.68964  0.19
H -2.87712 1.35209 0.26647  0.86
H -2.12678 1.16048 -2.67464  0.10
H -2.25589 3.58464 -0.82587  0.29
H -0.79242 2.92364 -1.56868  0.18
H -2.05275 3.64946 -2.58032  0.47
H -4.53109 2.38963 -1.26081  0.36
H -4.23496 2.39385 -2.99906  0.42
H -4.54994 0.87067 -2.16268  0.39
H -2.51205 -0.68576 1.57448  0.36
H -2.00287 -1.10938 3.95573  0.42
H 1.58604 1.17938 3.60214  0.44
H 1.05719 1.64232 1.22201  0.71


Most stable structure, least stable structure: <2>, <1>.